(1)
Computed, not measured: a cluster of 3 separate species, H6O3 in total, with ωB97M-V/def2-TZVPD.

```
9
Properties=species:S:1:pos:R:3:nbo_charge:R:1
O -1.016 11.003 24.248 -0.98
H -0.658 11.364 23.487 0.49
H -1.496 11.600 24.815 0.49
O 0.209 11.614 21.886 -0.95
H 0.155 10.832 21.354 0.48
H 0.147 12.353 21.327 0.48
O -0.338 8.432 23.218 -0.92
H 0.108 8.447 22.418 0.44
H -0.346 9.414 23.330 0.48
```

The SMILES is O.O.O. For the HOMO energy, the calculation gives -11.00 eV. The orbital gap comes out at 11.34 eV. The molar mass comes out at 54.05 g/mol. The calculation puts the relative energy (zero: lowest compared OMol25 entry of this formula, charge and spin) at 0.7889 eV.

(2)
Computed, not measured: a cluster of 2 separate species, CHClN2O in total, with ωB97M-V/def2-TZVPD.

```
6
Properties=species:S:1:pos:R:3:nbo_charge:R:1
C -0.450 0.423 0.241 0.21
N 2.197 -1.242 -0.388 0.01
N 1.577 -1.589 0.454 -0.01
O -1.684 0.723 -0.139 -0.69
Cl 0.457 1.858 0.000 -0.02
H -2.097 -0.173 -0.167 0.49
```

Its spin multiplicity is 3. For the HOMO energy (spin up / spin down), the calculation gives -7.47 / -11.60 eV. The orbital gap (spin up / spin down) comes out at 8.22 / 9.65 eV. The molar mass comes out at 92.48 g/mol. The calculation puts the relative energy (zero: lowest compared OMol25 entry of this formula, charge and spin) at 0.3181 eV.

(3)
Computed, not measured: the ion C10H12BN2O2 with charge +1, with ωB97M-V/def2-TZVPD.

```
27
Properties=species:S:1:pos:R:3:nbo_charge:R:1
B -0.466 -2.126 -0.255 1.10
C -1.878 1.646 2.779 -0.13
C -1.710 0.254 2.945 -0.20
C -1.375 2.337 1.635 -0.21
C -1.156 -0.508 1.888 -0.14
C -0.998 1.591 0.534 -0.13
C -0.892 0.184 0.675 -0.16
C 1.231 0.726 -2.865 -0.44
C 2.178 0.601 -1.892 0.14
C -0.071 0.088 -2.748 0.19
C -0.577 -0.573 -0.442 0.10
N -0.583 -0.178 -1.618 -0.31
N 2.158 -0.271 -0.836 -0.77
O -1.559 -2.848 -0.490 -0.86
O 0.813 -2.617 -0.259 -0.89
H -2.365 2.299 3.571 0.24
H -2.066 -0.082 3.901 0.24
H -1.530 3.373 1.650 0.23
H -1.055 -1.509 2.051 0.22
H -0.732 2.039 -0.511 0.24
H 1.408 1.412 -3.649 0.25
H 3.107 1.327 -1.961 0.23
H -0.685 0.111 -3.551 0.22
H 1.627 -1.107 -0.895 0.41
H 3.011 -0.288 -0.343 0.41
H -1.504 -3.668 -0.913 0.51
H 0.945 -3.467 -0.615 0.51
```

The SMILES is [NH2+]=C/C=C\N=C(/B(O)O)c1ccccc1. For the HOMO energy, the calculation gives -12.32 eV. The orbital gap comes out at 8.26 eV. The total charge is +1. The molar mass comes out at 203.03 g/mol. The calculation puts the relative energy (zero: lowest compared OMol25 entry of this formula, charge and spin) at 2.9648 eV.